Molecular formula: C2H7NO3
Method: DFT, ωB97M-V/def2-TZVPD

Last columns: bonded neighbours and bond lengths (Å).
CARTESIAN COORDINATES (ANGSTROEM)
1 O -0.21 -0.70 1.48  C2 1.222
2 C -1.04 0.15 1.19  O1 1.222, N3 1.365, H6 1.101
3 N -0.69 1.16 0.34  C2 1.365, C4 1.478, H7 1.007
4 C 0.58 1.22 -0.42  N3 1.478, O5 1.405, H8 1.105, H9 1.128
5 O 0.24 0.70 -1.69  C4 1.405, H10 0.969
6 H -2.05 0.04 1.60  C2 1.101
7 H -1.41 1.75 -0.03  N3 1.007
8 H 1.11 2.18 -0.31  C4 1.105
9 H 1.20 0.49 0.18  C4 1.128
10 H 0.28 -0.26 -1.67  O5 0.969
11 H 0.16 -1.79 0.18  O13 0.978
12 H 1.33 -2.67 -0.26  O13 0.960
13 O 0.51 -2.29 -0.58  H11 0.978, H12 0.960

## Properties
SMILES: O=CNCO.O
2S+1: 1
Total energy: -9819.923 eV
F_max: 3.6 eV Å⁻¹
HOMO-LUMO gap: 11.0 eV
Energy relative to the best compared isomer or geometry (same formula, charge and spin): 100.1 kJ/mol
HOMO level: -10.21 eV